This record from OMol25 describes a cluster of 2 separate species, C4H7ClOS in total in a non-equilibrium geometry. The level of theory is wB97M-V/def2-TZVPD.

Bonds (Å) are listed after each position.
CARTESIAN COORDINATES (ANGSTROEM)
1 Cl 0.63 3.40 -2.30  C7 1.686
2 S -1.83 1.73 -2.42  O3 1.470, C7 1.644
3 O -1.96 2.40 -3.73  S2 1.470
4 C 0.71 -0.08 -0.06  C5 1.516, C6 1.529, H9 1.013, H13 1.194
5 C -0.61 -0.81 -0.21  C4 1.516, H8 1.040, H11 1.070, H12 1.071
6 C 0.25 1.32 0.36  C4 1.529, H10 1.112, H14 1.144
7 C -0.51 2.34 -1.66  Cl1 1.686, S2 1.644
8 H -1.25 -0.76 0.61  C5 1.040
9 H 1.28 -0.11 -0.90  C4 1.013
10 H 0.95 2.19 0.38  C6 1.112
11 H -0.37 -1.81 -0.50  C5 1.070
12 H -1.22 -0.55 -1.04  C5 1.071
13 H 1.39 -0.43 0.86  C4 1.194
14 H -0.58 1.43 1.13  C6 1.144

Computed properties:
HOMO energy (spin up / spin down) (eV): -8.811 / -8.811
Energy relative to the best compared isomer or geometry (same formula, charge and spin) (kcal/mol): 108.69
Orbital gap (spin up / spin down) (Eh): 0.3101 / 0.3101